# 1
The ion CH4N3O5S2 with charge -1 at a distorted geometry, computed with ωB97M-V/def2-TZVPD.

```
15
Properties=species:S:1:pos:R:3:forces:R:3:lowdin_charge:R:1
C 1.23410 -0.04761 -0.48174 1.978 -0.633 0.848 -0.72
N 1.62026 0.96320 -1.32892 0.542 0.788 -0.057 0.12
N -0.40346 -1.38194 1.55101 -4.338 2.083 -1.611 -0.06
N 0.07635 -0.53879 -0.95686 -2.249 -1.260 -0.073 -0.13
O -0.57360 1.30899 1.33567 -0.847 -0.126 -0.185 -0.49
O 1.92011 -0.49866 0.46395 -0.449 0.850 -1.403 -0.04
O -1.13584 2.09373 -0.83865 -0.603 -0.565 -0.349 -0.47
O -2.18878 -0.29370 0.04065 1.065 -1.765 -0.183 -0.50
O -1.40694 -2.59108 -0.59761 0.379 2.430 0.871 -0.34
S -1.68036 1.45673 0.35932 0.589 2.909 0.940 0.78
S -0.98446 -1.27084 -0.10139 1.864 -2.393 0.940 0.66
H 0.80599 1.53346 -1.61865 1.075 -0.326 0.112 0.08
H 2.57434 1.34205 -1.26023 -1.205 -0.115 0.309 0.10
H -0.33550 -0.34388 1.68588 0.053 -0.754 0.629 0.00
H 0.47778 -1.73167 1.74757 2.148 -1.122 -0.786 0.01
```
Positions in Å, forces in eV/Å.

Calculated values
total charge: -1
multiplicity: 1

***

# 2
An isolated molecule of CH4N3P at a distorted geometry, computed with ωB97M-V/def2-TZVPD.

```
9
Properties=species:S:1:pos:R:3:forces:R:3:lowdin_charge:R:1
C -0.81269 0.96748 -0.24390 1.536 -0.988 3.183 -0.41
N 1.39971 0.96715 -0.35061 -1.486 0.474 0.253 0.13
N 1.54999 -0.15073 -0.08805 1.582 -0.090 -0.405 -0.29
N 0.80019 -1.15663 0.00794 -0.474 -2.823 0.410 -0.18
P -1.16905 -0.73958 -0.35131 0.916 1.017 -1.819 0.81
H -0.69462 1.39476 0.78351 -0.357 -0.648 -0.680 0.02
H -0.95004 1.78043 -0.84883 -0.573 1.216 -2.338 -0.05
H 1.26877 -2.11127 0.13551 -0.879 2.128 -0.312 0.12
H -1.39228 -0.95161 0.95574 -0.265 -0.285 1.707 -0.15
```
Positions in Å, forces in eV/Å.

Calculated values
total charge: 0
multiplicity: 1

***

# 3
An isolated molecule of CH4N3P at a distorted geometry, computed with ωB97M-V/def2-TZVPD.

```
9
Properties=species:S:1:pos:R:3:forces:R:3:lowdin_charge:R:1
C -0.63374 0.41749 0.35773 0.894 -0.613 0.676 -0.41
N -0.34908 -0.96065 -0.06087 0.099 0.113 -1.557 -0.14
N 0.92434 -1.33521 -0.12821 1.335 3.448 0.477 -0.07
N 1.78147 -0.29858 -0.05867 -2.006 -3.689 -0.931 -0.32
P 0.98853 1.21908 -0.06917 -0.581 0.943 1.342 0.78
H -1.46179 0.99007 -0.07189 -0.021 -0.774 -0.045 0.07
H -0.74905 0.16824 1.41009 -0.329 1.454 0.621 0.07
H -1.06750 -1.65979 0.01313 0.339 -0.430 0.017 0.12
H 0.56683 1.45935 -1.39213 0.270 -0.451 -0.600 -0.10
```
Positions in Å, forces in eV/Å.

Calculated values
total charge: 0
multiplicity: 1
SMILES string: C1NN=NP1

***

# 4
The ion CH4N4 with charge +2 at a distorted geometry, computed with ωB97M-V/def2-TZVPD.

```
9
Properties=species:S:1:pos:R:3:forces:R:3:lowdin_charge:R:1
N -2.62423 0.10902 -0.05033 -3.703 0.358 -0.226 0.48
N -1.57970 -0.09380 0.06419 5.424 0.083 0.077 0.27
C 0.03572 -0.00850 -0.02629 -1.197 0.659 0.895 -0.22
N 0.59103 -1.14625 0.00806 1.977 -2.279 -0.406 0.30
N 0.49769 1.19580 -0.00837 -2.987 0.451 0.070 0.32
H 0.06185 -2.00275 0.18598 -0.068 -0.005 -0.228 0.19
H 1.65904 -1.35738 -0.12764 -2.148 0.911 0.330 0.27
H -0.10929 2.04907 0.14238 1.095 -0.945 -0.407 0.23
H 1.46791 1.25478 -0.18798 1.606 0.767 -0.105 0.17
```
Positions in Å, forces in eV/Å.

Calculated values
total charge: +2
multiplicity: 1
SMILES string: N#[N+]C(N)=[NH2+]

***

# 5
A cluster of 2 separate species, CH4N4 in total at a distorted geometry, computed with ωB97M-V/def2-TZVPD.

```
9
Properties=species:S:1:pos:R:3:forces:R:3:lowdin_charge:R:1
C 0.07699 -0.89554 -0.19242 -2.921 -0.322 2.980 -0.15
N -1.47388 1.37433 0.27031 -0.657 1.375 -0.090 0.36
N -2.39324 1.65294 0.78687 0.497 -1.103 0.275 0.37
N 0.96919 -0.47879 -0.92795 1.975 0.511 -2.811 0.30
N -0.79488 -0.94847 0.61128 1.341 -0.962 -0.063 0.29
H 0.75916 -0.21494 -1.90800 0.319 -0.391 0.383 0.21
H 1.94757 -0.64750 -0.67730 0.097 0.307 -0.005 0.20
H -1.13146 -1.65421 1.27464 -0.240 -0.149 -0.611 0.17
H -3.17059 1.44466 1.44961 -0.411 0.735 -0.058 0.25
```
Positions in Å, forces in eV/Å.

Calculated values
total charge: +2
multiplicity: 1

***

# 6
A structure of composition CH4N4O at a distorted geometry, computed with ωB97M-V/def2-TZVPD.

```
10
Properties=species:S:1:pos:R:3:forces:R:3:lowdin_charge:R:1
C 0.65834 -0.26634 -0.60575 -0.032 -3.918 2.746 -0.35
N -0.92131 0.74211 2.09492 -1.139 -1.398 1.516 -0.04
N 0.29711 0.51513 1.79688 0.419 0.879 -1.838 0.03
N -1.38552 0.43959 0.86688 0.237 0.592 -2.320 0.00
N -0.06947 0.30972 0.44566 0.536 -0.424 1.413 -0.16
O 0.28692 0.18989 -1.78242 -1.988 0.875 -0.726 0.01
H 1.68768 -0.03593 -0.28496 -0.146 -0.663 -0.335 0.12
H 0.49179 -1.93401 -0.70994 0.465 3.664 0.530 0.16
H -2.11167 -0.14489 0.45264 -0.073 0.260 1.032 0.15
H 1.06613 0.18473 -2.27393 1.722 0.132 -2.018 0.07
```
Positions in Å, forces in eV/Å.

Calculated values
total charge: 0
multiplicity: 1

***

# 7
A cluster of 2 separate species, CH4N5 in total at a distorted geometry, computed with ωB97M-V/def2-TZVPD.

```
10
Properties=species:S:1:pos:R:3:forces:R:3:lowdin_charge:R:1
C 0.52640 -0.64308 -0.21604 -4.687 2.201 -0.008 -0.31
N -1.50336 1.03554 2.90570 0.560 -0.084 -1.957 0.10
N -0.44434 -0.90046 0.59345 2.151 -0.756 -1.336 0.21
N -1.21214 1.00628 1.84265 -0.888 0.888 2.488 0.01
N -0.77483 -0.07306 -0.65023 1.188 -0.347 1.079 0.15
N 1.62422 -0.36854 -0.81773 2.823 -1.428 1.095 0.25
H -1.11679 0.86967 -0.55923 0.457 0.683 0.952 0.14
H -1.31784 -0.56997 -1.27873 -1.137 -1.528 -1.615 0.13
H 2.46143 -0.76794 -0.38032 -0.112 0.325 -0.494 0.17
H 1.75724 0.41155 -1.43951 -0.355 0.045 -0.204 0.16
```
Positions in Å, forces in eV/Å.

Calculated values
total charge: +1
multiplicity: 1

***

# 8
A cluster of 2 separate species, CH4N5 in total at a distorted geometry, computed with ωB97M-V/def2-TZVPD.

```
10
Properties=species:S:1:pos:R:3:forces:R:3:lowdin_charge:R:1
C 1.52530 1.62258 0.92488 -1.914 5.300 4.164 0.00
N -0.97626 -1.17138 -0.26729 -2.359 -1.195 -1.565 0.12
N -1.79550 -1.72656 -0.86662 2.119 2.345 2.150 -0.31
N 1.36005 -0.43579 -0.21508 0.495 -2.097 -1.520 0.40
N -2.54104 -2.45765 -1.41917 -2.593 -1.385 -1.781 0.13
N 1.53881 0.52751 0.23349 0.320 -3.242 -0.856 0.02
H 0.58618 2.12731 0.59141 0.637 0.127 0.377 0.17
H 1.45620 1.49811 2.06055 -0.061 -0.581 -1.534 0.19
H 2.36314 2.25936 0.79630 0.920 0.479 -0.678 0.12
H -3.51688 -2.24350 -1.83847 2.436 0.249 1.242 0.16
```
Positions in Å, forces in eV/Å.

Calculated values
total charge: +1
multiplicity: 1

***

# 9
The ion CH4N5 with charge +1 at a distorted geometry, computed with ωB97M-V/def2-TZVPD.

```
10
Properties=species:S:1:pos:R:3:forces:R:3:lowdin_spin:R:1
C 0.27135 -0.12956 -0.05083 2.970 0.491 0.519 0.16
N -3.41823 0.20465 0.14911 -0.547 -1.061 -0.376 0.10
N -0.88940 -0.68346 -0.28900 1.064 -4.321 -2.091 1.19
N -2.33078 0.12185 0.05458 -3.481 4.618 1.942 0.27
N 1.20875 -1.07312 0.11977 0.221 0.417 -0.045 0.18
N 0.59176 1.15921 -0.02347 -0.280 -0.240 -0.127 0.07
H 0.91230 -2.03771 0.15032 -0.020 0.010 -0.185 0.00
H 2.18754 -0.88509 -0.02905 0.196 0.036 0.395 0.01
H -0.08130 1.88384 -0.21164 -0.132 -0.036 -0.027 0.00
H 1.54801 1.43940 0.13020 0.010 0.085 -0.005 0.00
```
Positions in Å, forces in eV/Å.

Calculated values
total charge: +1
multiplicity: 3
<S²>: 2.013

***

# 10
An isolated molecule of CH4N6O at a distorted geometry, computed with ωB97M-V/def2-TZVPD.

```
12
Properties=species:S:1:pos:R:3:forces:R:3:lowdin_charge:R:1
H 0.99567 2.27394 -0.27913 0.303 -0.600 0.473 0.04
N 0.15057 1.74803 -0.09978 -1.274 -0.880 -0.691 0.13
C 0.17990 0.47085 -0.04964 0.515 2.593 0.727 -0.43
N -0.90582 -0.39350 -0.08037 -0.550 -1.045 0.434 -0.17
N -2.24832 -0.19299 0.05120 -0.375 0.404 -0.370 0.10
N -0.52681 -1.72072 -0.14988 2.035 1.789 0.021 0.07
N 0.72621 -1.72096 -0.10293 0.261 -0.216 0.772 0.06
N 1.20835 -0.39006 0.25974 -0.958 -3.116 -0.891 -0.10
O 2.48474 -0.16985 -0.14186 -2.923 2.801 -4.202 0.08
H -2.60553 0.31935 -0.73166 -0.141 0.237 -0.505 0.09
H -2.50622 0.30827 0.88274 0.318 0.140 0.485 0.09
H 3.04725 -0.53238 0.44158 2.789 -2.107 3.748 0.05
```
Positions in Å, forces in eV/Å.

Calculated values
total charge: 0
multiplicity: 1
SMILES string: [H]/N=c1/n(N)nnn1O

***

Results for ΔE to the lowest compared entry with this formula, charge and spin: 1.021; 3.921; 2.487; 0.455; 0.326; 5.366; 0.602; 2.909; 0.000; 1.849 (in eV, following the order of the records).
Results for DFT total energy: -1377.41428; -545.97826; -546.03096; -258.71349; -258.71824; -334.52263; -313.95302; -313.86825; -313.88271; -444.11902 (in a.u., following the order of the records).